No. 1
Entry from the Open Molecules 2025 dataset: a structure of composition C17H15BrIrN3O3 at a distorted geometry (ωB97M-V/def2-TZVPD).

Computed properties:
molar mass: 581.4 u
LUMO (spin up / spin down): -5.438 / -5.319 eV
orbital gap (spin up / spin down): 5.167 / 5.287 eV
multiplicity: 2
total charge: +1
strongest force on any atom: 11.1 eV/A
calculated total energy: -101351.052 eV

Structure (XYZ):
```
40
Properties=species:S:1:pos:R:3:mulliken_charge:R:1
Ir 1.0945 1.8879 -0.5633 0.911
O -0.8104 1.4408 -4.7703 -0.677
C -1.1620 0.1632 -4.4105 0.518
C -1.5536 -0.7034 -5.4286 -0.712
C -1.8364 -2.0324 -5.1270 -0.307
C -1.7220 -2.4815 -3.8125 -0.858
C -1.3412 -1.5987 -2.7931 -0.469
C -1.0569 -0.2468 -3.0633 0.007
C -0.7219 0.7785 -1.9483 0.809
O 0.3900 1.4040 -2.3101 -0.699
N -0.5452 0.1270 -0.6189 -0.056
N -0.1462 0.9200 0.4179 -0.351
C 0.8769 0.4186 1.0208 -0.613
C 1.5796 1.2173 2.0336 0.726
Br 2.3426 2.7514 1.3181 -0.076
C 1.6029 0.9148 3.3404 -0.786
C 0.9032 -0.1938 4.0023 0.340
C 1.5821 -0.9557 4.9612 -0.405
C 0.9210 -1.9698 5.6593 -0.536
C -0.4271 -2.2237 5.4133 -0.432
C -1.1161 -1.4613 4.4728 -0.617
C -0.4565 -0.4460 3.7767 -0.228
H -0.2658 1.7309 -3.9852 0.369
H -1.6091 -0.3396 -6.4484 0.423
H -2.1261 -2.7179 -5.9161 0.384
H -1.9219 -3.5212 -3.5723 0.383
H -1.2498 -1.9835 -1.7826 0.378
H -1.6526 1.3580 -1.8446 0.253
H -1.4803 -0.2140 -0.4027 0.368
H 1.3128 -0.5688 0.7868 0.464
H 2.1499 1.5676 4.0160 0.470
H 2.6320 -0.7657 5.1705 0.434
H 1.4587 -2.5586 6.3974 0.386
H -0.9426 -3.0113 5.9556 0.395
H -2.1694 -1.6477 4.2803 0.392
H -1.0223 0.1533 3.0638 0.492
N 2.9293 3.9278 -2.2958 -0.143
C 2.2683 3.1929 -1.6717 0.215
H 3.5001 4.5624 -2.8347 0.289
O -0.2087 3.1251 -0.4867 -0.444
```

No. 2
Entry from the Open Molecules 2025 dataset: a structure of composition C17H15BrO3V at a distorted geometry (ωB97M-V/def2-TZVPD).

Computed properties:
molar mass: 398.2 u
LUMO (spin up / spin down): 4.602 / 4.601 eV
orbital gap (spin up / spin down): 4.378 / 4.388 eV
multiplicity: 4
total charge: -2
strongest force on any atom: 6.9 eV/A
calculated total energy: -119745.265 eV

Structure (XYZ):
```
37
Properties=species:S:1:pos:R:3:mulliken_charge:R:1
C 2.9656 -0.4621 -0.7469 -0.508
C 2.6492 0.6950 0.0239 -0.316
C 2.0252 0.2725 1.2426 -0.590
H 2.8761 1.7269 -0.2163 0.356
C 2.0038 -1.1566 1.2367 -0.358
C 2.5348 -1.6143 -0.0048 -0.462
H 2.6681 -2.6547 -0.2806 0.455
H 3.4157 -0.4625 -1.7277 0.470
H 1.6370 0.9189 2.0165 0.469
H 1.6264 -1.7762 2.0530 0.353
V 0.9352 -0.3970 -0.3650 0.497
Br 0.0982 -0.4698 -2.7277 -0.557
C -0.6334 -3.7362 -3.8768 -0.476
C 0.3893 -4.6266 -3.4429 -0.590
C 1.6369 -4.1624 -3.9767 -0.556
H 0.2490 -5.5131 -2.8252 0.370
C 1.3785 -2.9900 -4.7411 -0.453
C -0.0276 -2.7246 -4.6881 -0.765
H -0.5431 -1.9043 -5.1833 0.538
H -1.6935 -3.7992 -3.6369 0.324
H 2.6085 -4.6340 -3.8344 0.368
H 2.1114 -2.3898 -5.2777 0.319
O -2.5543 0.6023 3.3971 -0.677
C -2.4207 1.9312 3.2420 0.245
C -2.6820 2.7910 4.3383 -0.618
C -2.6225 4.1687 4.1779 -0.273
C -2.1189 4.7203 2.9948 -0.547
C -1.7641 3.8681 1.9231 -0.318
C -1.9378 2.4773 2.0030 0.217
C -1.3429 1.5366 0.9650 0.866
O -0.5686 2.0531 0.1152 -0.716
O -1.5582 0.2488 1.0444 -0.898
H -2.2088 0.2034 2.5164 0.442
H -2.8820 2.3459 5.3225 0.329
H -2.9374 4.8144 5.0019 0.333
H -1.9853 5.7998 2.9093 0.334
H -1.3277 4.2993 1.0285 0.390
```

Q: What is the formula in the first record?
A: C17H15BrIrN3O3